(1)
This record from the OMol25 dataset describes a cluster of 5 separate species, C29H37FN2O5PS in total. The level of theory is ωB97M-V/def2-TZVPD.

Values from the calculation:
E_LUMO   -4.50 eV
Frontier orbital gap   6.121 eV
Calculated total energy   -66720.259 eV
HOMO energy   -10.623 eV
Spin multiplicity   1
Net charge   +1

Last column: Löwdin charge in e.
Cartesian coordinates (Å):
C  -0.18880  1.30012  2.55233  -0.114
S  -1.14213  2.62710  1.63738  0.842
O  -2.58276  2.06957  1.37972  -0.333
O  -1.33050  3.81871  2.65256  -0.325
N  -0.35662  3.25924  0.21255  -0.164
C  1.05430  2.76731  -0.01909  -0.100
C  1.18151  1.42282  -0.94786  -0.175
N  -0.09519  0.62876  -1.11091  -0.207
P  0.20793  -0.45000  -2.53788  0.740
O  1.41046  -1.45500  -2.30687  -0.330
O  -1.23273  -1.43253  -2.87689  -0.169
O  0.53994  0.42259  -4.00975  -0.199
C  -1.27861  1.48358  -1.50517  -0.156
C  -1.17236  3.05908  -1.05065  -0.166
F  -0.50646  3.83789  -2.12272  -0.014
H  -0.19336  0.24254  2.05164  0.112
H  -0.69068  1.19019  3.62977  0.125
H  0.92298  1.66353  2.77665  0.107
H  -0.28398  4.31160  0.35413  0.206
H  1.68956  2.63519  0.98125  0.156
H  1.61433  3.64021  -0.61087  0.177
H  1.56141  1.77784  -2.01732  0.129
H  2.00547  0.64886  -0.57010  0.164
H  -1.93924  -1.21237  -2.18462  0.097
H  1.46740  0.84937  -3.98803  0.119
H  -1.44282  1.48717  -2.68567  0.149
H  -2.31169  1.08093  -1.06243  0.151
H  -2.28086  3.47695  -0.91268  0.207
C  6.77568  -4.02910  -2.81439  -0.097
C  6.28795  -3.88259  -1.51615  -0.101
C  4.96064  -3.50935  -1.30697  -0.101
C  4.11758  -3.29204  -2.39717  -0.099
C  4.60437  -3.44223  -3.69538  -0.092
C  5.93423  -3.80642  -3.90462  -0.095
H  7.81110  -4.31667  -2.97705  0.101
H  6.94310  -4.05865  -0.66664  0.099
H  4.58274  -3.38875  -0.29536  0.095
H  3.08185  -3.00594  -2.23430  0.065
H  3.94679  -3.27442  -4.54484  0.095
H  6.31459  -3.91795  -4.91619  0.101
C  -0.27330  1.68803  6.89053  -0.111
C  0.77292  1.13707  7.62987  -0.092
C  1.92180  1.88701  7.87985  -0.087
C  2.02034  3.19275  7.39834  -0.090
C  0.97249  3.74498  6.66219  -0.098
C  -0.17253  2.99174  6.40430  -0.112
H  -1.16709  1.10207  6.69301  0.095
H  0.69318  0.12201  8.01090  0.104
H  2.73961  1.45508  8.45024  0.105
H  2.91355  3.77904  7.59723  0.104
H  1.04878  4.76313  6.28842  0.102
H  -0.98636  3.42037  5.82606  0.094
C  -6.10467  0.32851  2.32122  -0.096
C  -7.02376  -0.55944  2.87941  -0.091
C  -6.91854  -0.92067  4.22226  -0.088
C  -5.89900  -0.38565  5.01018  -0.091
C  -4.98216  0.50524  4.45285  -0.098
C  -5.08186  0.85924  3.10761  -0.103
H  -6.18497  0.60715  1.27376  0.098
H  -7.82229  -0.97095  2.26711  0.104
H  -7.63082  -1.61777  4.65519  0.105
H  -5.81976  -0.66324  6.05792  0.103
H  -4.18867  0.92334  5.06743  0.092
H  -4.36413  1.54904  2.67239  0.063
C  -0.46200  -2.66690  -5.75906  -0.093
C  0.77747  -2.03818  -5.87392  -0.108
C  1.37119  -1.88898  -7.12693  -0.092
C  0.72010  -2.36023  -8.26734  -0.093
C  -0.52114  -2.98561  -8.15282  -0.092
C  -1.11055  -3.14309  -6.89873  -0.088
H  -0.92282  -2.78604  -4.78198  0.079
H  1.28157  -1.66487  -4.98599  0.064
H  2.34006  -1.40505  -7.21535  0.099
H  1.18037  -2.23968  -9.24444  0.102
H  -1.02915  -3.35133  -9.04182  0.103
H  -2.07500  -3.63526  -6.80931  0.102


(2)
This record from the OMol25 dataset describes a cluster of 3 separate species, C13H24B2N2O in total. The level of theory is ωB97M-V/def2-TZVPD.

Values from the calculation:
Relative energy (zero: lowest compared OMol25 entry of this formula, charge and spin)   0.0 kcal/mol
E_LUMO   0.33 eV
Frontier orbital gap   8.701 eV
Structure (SMILES)   CCCBB(O)CC.c1cc[nH]c1.c1cc[nH]c1
Calculated total energy   -20250.127 eV
HOMO energy   -8.375 eV
Spin multiplicity   1
Net charge   0

Last column: natural (NBO) charge in e.
Cartesian coordinates (Å):
C  -0.58782  1.78047  -0.96734  -0.617
C  -0.31421  2.75336  -2.11522  -0.379
C  -0.57942  4.22464  -1.71159  -0.767
B  -2.09116  4.58423  -1.93818  0.346
B  -3.46106  3.84152  -1.25996  0.713
O  -4.14042  4.53721  -0.26810  -0.904
C  -4.04197  2.43840  -1.68894  -0.784
C  -5.54053  2.22750  -1.43311  -0.598
H  0.30682  1.66121  -0.35254  0.210
H  -1.38723  2.13474  -0.31545  0.204
H  -0.85326  0.78736  -1.33582  0.205
H  0.73326  2.66488  -2.40936  0.208
H  -0.89598  2.48009  -3.00003  0.194
H  0.06730  4.89300  -2.28209  0.218
H  -0.29430  4.33534  -0.65844  0.238
H  -2.31286  5.48630  -2.70899  -0.069
H  -4.32536  5.45989  -0.45475  0.500
H  -3.80598  2.28448  -2.74817  0.225
H  -3.46070  1.66167  -1.17748  0.241
H  -5.71320  1.72358  -0.48171  0.207
H  -6.00242  1.61619  -2.20889  0.203
H  -6.08567  3.17054  -1.37836  0.205
N  1.21168  -1.25695  1.21873  -0.506
C  2.21372  -1.80134  1.97328  -0.089
C  1.99156  -1.45167  3.27928  -0.302
C  0.80679  -0.66477  3.31170  -0.309
C  0.35171  -0.56282  2.02464  -0.076
H  1.12299  -1.35135  0.22382  0.413
H  2.99654  -2.38516  1.51829  0.218
H  2.60992  -1.72414  4.11859  0.218
H  0.34578  -0.22300  4.17902  0.222
H  -0.50749  -0.05901  1.61590  0.212
N  3.36265  -5.23256  1.69481  -0.508
C  3.17301  -6.06853  0.62990  -0.077
C  4.36546  -6.17734  -0.03531  -0.307
C  5.31139  -5.37324  0.65771  -0.305
C  4.66119  -4.80398  1.72055  -0.085
H  2.65414  -4.96298  2.35348  0.417
H  2.21242  -6.51353  0.43526  0.211
H  4.54143  -6.76727  -0.91910  0.221
H  6.34887  -5.23125  0.40559  0.222
H  5.01243  -4.13575  2.48835  0.212


(3)
This record from the OMol25 dataset describes a cluster of 2 separate species, C3H11N2O in total. The level of theory is ωB97M-V/def2-TZVPD.

Values from the calculation:
Relative energy (zero: lowest compared OMol25 entry of this formula, charge and spin)   69.3 kcal/mol
E_LUMO (spin up / spin down)   0.81 / 0.71 eV
Frontier orbital gap (spin up / spin down)   4.217 / 9.399 eV
Expectation value of S²   0.751
Calculated total energy   -8312.027 eV
HOMO energy (spin up / spin down)   -3.409 / -8.686 eV
Spin multiplicity   2
Net charge   0

Last column: natural (NBO) charge in e.
Cartesian coordinates (Å):
C  -1.05764  -0.83920  0.53521  -0.308
C  -1.79287  -0.42527  -0.52402  -0.028
N  -2.67220  -1.29738  -1.11073  -0.793
N  -0.44225  0.14101  1.43205  -1.011
H  -0.71287  -1.87311  0.65607  0.208
H  -1.69986  0.59074  -0.91826  0.198
H  -3.00097  -1.05447  -2.03911  0.377
H  -2.27959  -2.22583  -1.10485  0.372
H  0.47578  0.42509  1.07264  0.408
H  -0.25691  -0.29502  2.32138  0.302
H  -0.96912  0.98655  1.57793  0.303
C  2.08056  1.15436  -0.34858  -0.277
O  3.35555  0.67067  -0.81756  -0.718
H  2.06079  1.42997  0.73599  0.155
H  1.73377  1.95481  -0.96396  0.188
H  1.38114  0.34051  -0.46568  0.153
H  3.79670  0.31655  -0.03851  0.468


(4)
This record from the OMol25 dataset describes the molecule C6H7N. The level of theory is ωB97M-V/def2-TZVPD.

Values from the calculation:
Relative energy (zero: lowest compared OMol25 entry of this formula, charge and spin)   0.9 kcal/mol
E_LUMO   1.13 eV
Frontier orbital gap   9.282 eV
Structure (SMILES)   Nc1ccccc1
Calculated total energy   -7825.609 eV
HOMO energy   -8.147 eV
Spin multiplicity   1
Net charge   0

Last column: natural (NBO) charge in e.
Cartesian coordinates (Å):
C  0.90810  0.14716  -0.06949  0.176
C  0.45879  -1.15294  0.18320  -0.281
C  -0.94498  -1.35988  0.22413  -0.175
C  -1.83202  -0.33465  -0.04304  -0.266
C  -1.35378  0.93945  -0.28163  -0.182
C  0.00073  1.17347  -0.35495  -0.274
H  2.72061  -0.19430  0.61809  0.372
H  2.52001  1.36698  0.01936  0.373
H  1.16338  -1.95951  0.38830  0.212
H  -1.34159  -2.35265  0.47320  0.210
H  -2.88426  -0.57140  0.01413  0.212
H  -2.08578  1.72247  -0.40796  0.212
H  0.39212  2.16674  -0.66110  0.209
N  2.27866  0.40905  -0.10225  -0.799


(5)
This record from the OMol25 dataset describes a structure of composition C16H40CoIO2P2Si2. The level of theory is ωB97M-V/def2-TZVPD.

Values from the calculation:
Relative energy (zero: lowest compared OMol25 entry of this formula, charge and spin)   0.0 kcal/mol
E_LUMO (spin up / spin down)   -6.55 / -9.41 eV
Frontier orbital gap (spin up / spin down)   6.956 / 6.092 eV
Expectation value of S²   6.024
Calculated total energy   -101380.760 eV
HOMO energy (spin up / spin down)   -13.505 / -15.504 eV
Spin multiplicity   5
Net charge   +2

Last column: natural (NBO) charge in e.
Cartesian coordinates (Å):
C  -0.14802  0.71834  -5.71841  -0.768
C  -0.12127  1.19441  -4.30913  0.635
H  -0.14557  1.55088  -6.43201  0.291
H  -1.04884  0.11326  -5.88361  0.286
H  0.72946  0.08649  -5.91270  0.287
O  -0.09661  2.29701  -3.81314  -0.464
I  -0.16249  -0.66961  -2.90081  0.101
Co  -0.04228  0.46827  -0.83219  0.820
P  2.17408  0.71972  -0.93433  0.894
C  2.92081  2.04288  0.04216  -0.969
C  3.07860  -0.78780  -0.47977  -0.957
H  4.11867  -0.64385  -0.80777  0.264
H  3.84403  1.38922  -2.53522  0.268
H  2.65277  -1.66048  -0.99050  0.253
H  2.68796  0.22133  -3.24469  0.251
H  2.67524  1.98157  1.10298  0.260
H  3.06343  -0.96393  0.60250  0.267
C  2.78737  1.10018  -2.60053  -0.954
H  4.00915  1.99294  -0.07508  0.267
H  2.21476  1.92215  -3.03817  0.252
H  2.57030  3.01023  -0.32865  0.261
P  -2.43312  0.81136  -0.96769  0.928
C  -3.17685  1.98996  0.20353  -0.963
C  -3.06698  1.37740  -2.56251  -0.967
H  -3.08888  -1.49064  -1.33946  0.254
H  -4.43292  -0.48835  -0.73614  0.267
H  -3.18370  -1.07586  0.38505  0.254
C  -3.36476  -0.70726  -0.62891  -0.961
H  -3.13329  0.53417  -3.25728  0.256
H  -4.06186  1.80964  -2.40936  0.268
H  -4.22368  2.15755  -0.07957  0.266
H  -2.65030  2.95057  0.16864  0.256
H  -2.39871  2.13360  -2.98935  0.255
H  -3.14968  1.62183  1.23530  0.257
C  -0.11323  2.19695  -0.61619  0.449
O  -0.12653  3.34177  -0.35011  -0.422
C  2.35854  0.05216  2.98615  -1.133
Si  0.50542  0.32441  2.77018  1.645
C  -0.31715  -0.52356  4.24336  -1.089
C  0.16382  2.15455  3.02334  -1.131
C  -0.23769  -0.37404  1.11139  -1.268
Si  -0.24666  -2.27927  1.14480  1.630
C  -1.77948  -2.92216  2.05949  -1.097
C  -0.25696  -3.16270  -0.52132  -1.125
C  1.24519  -3.03816  2.04584  -1.117
H  2.63738  0.62228  3.88637  0.271
H  2.98075  0.41655  2.16231  0.222
H  2.62458  -0.99616  3.17098  0.258
H  -0.09367  0.11844  5.11134  0.271
H  -1.40831  -0.58929  4.15068  0.245
H  0.06616  -1.52673  4.47149  0.254
H  0.89839  2.79402  2.51671  0.240
H  -0.83611  2.43269  2.66427  0.235
H  0.21300  2.36139  4.10532  0.273
H  -1.29218  -0.02596  1.09420  0.232
H  -2.67589  -2.87520  1.42563  0.236
H  -1.59938  -3.98301  2.29773  0.271
H  -1.98943  -2.39543  3.00136  0.251
H  0.65252  -2.96135  -1.10433  0.226
H  -0.28809  -4.24704  -0.29484  0.280
H  -1.12183  -2.91366  -1.15499  0.227
H  2.20393  -2.78646  1.57170  0.234
H  1.31094  -2.78990  3.11601  0.248
H  1.12512  -4.13227  1.97791  0.265